No. 1
An isolated molecule of CH3ClN2O2 at a distorted geometry, computed with ωB97M-V with the def2-TZVPD basis set.

```
9
Properties=species:S:1:pos:R:3:forces:R:3:lowdin_charge:R:1
C -0.554 0.425 0.881 0.42 -0.42 0.67 -0.09
N -0.150 -0.156 -0.349 -3.01 0.92 -0.79 -0.24
N 1.076 -0.535 -0.682 1.91 -0.51 1.28 -0.47
O 1.833 -0.524 0.270 1.39 -0.10 0.42 0.09
O 1.312 -0.876 -1.804 -0.04 -0.03 -0.48 0.09
Cl -1.502 -0.022 -1.911 -1.06 0.07 -0.95 0.31
H -0.045 1.375 1.064 0.17 -0.11 0.00 0.11
H -1.628 0.587 0.838 0.04 0.00 -0.28 0.08
H -0.341 -0.274 1.694 0.18 0.18 0.13 0.11
```
Positions in Å, forces in eV/Å.

- Frontier orbital gap (alpha / beta): 9.23 / 7.02 eV
- Spin multiplicity: 3
- Expectation value of S²: 2.01
- Maximum force: 3.2 eV/A
- Energy relative to the best compared isomer or geometry (same formula, charge and spin): 41.9 kcal per mole
- Lowest unoccupied orbital energy (alpha / beta): 0.20 / -3.75 eV


No. 2
A structure of composition CH3ClN2S at a distorted geometry, computed with ωB97M-V with the def2-TZVPD basis set.

```
8
Properties=species:S:1:pos:R:3:forces:R:3:lowdin_charge:R:1
C -0.837 -0.557 -0.068 2.41 1.32 1.42 -0.78
N -0.813 -1.623 0.516 0.28 -2.46 1.66 0.02
N 1.423 0.936 -0.420 -0.69 2.71 3.37 -0.52
S 1.494 2.448 0.161 0.04 -2.59 -1.53 0.62
Cl -2.189 0.520 -0.304 -0.64 0.44 -0.27 0.53
H -1.442 -2.191 1.117 -0.20 0.96 -1.39 0.08
H 0.371 0.019 0.049 -2.30 -0.26 -1.79 0.06
H 1.993 0.447 -1.051 1.10 -0.12 -1.47 0.00
```
Positions in Å, forces in eV/Å.

- Frontier orbital gap (alpha / beta): 6.11 / 6.76 eV
- Maximum force: 4.4 eV/A
- Energy relative to the best compared isomer or geometry (same formula, charge and spin): 98.5 kcal per mole
- Lowest unoccupied orbital energy (alpha / beta): -2.23 / -1.61 eV


No. 3
A cluster of 2 separate species, CH3ClO2P in total at a distorted geometry, computed with ωB97M-V with the def2-TZVPD basis set.

```
8
Properties=species:S:1:pos:R:3:forces:R:3:lowdin_charge:R:1
C -0.180 -0.176 0.032 0.95 0.52 3.22 -0.26
O -1.546 -2.290 1.244 0.66 0.89 -0.43 -0.34
O -1.899 -1.988 -1.273 0.92 0.84 -0.01 -0.33
P -1.275 -1.559 -0.012 -1.11 -1.43 1.14 0.54
Cl -2.693 1.670 0.184 -0.24 0.13 0.08 -0.55
H 0.545 0.156 0.867 -1.05 -1.87 -0.77 0.10
H 0.317 -0.016 -0.844 1.00 0.28 -2.66 0.00
H -0.861 0.648 0.208 -1.12 0.64 -0.56 -0.16
```
Positions in Å, forces in eV/Å.

- Frontier orbital gap: 8.24 eV
- Net charge: -1
- Maximum force: 3.4 eV/A
- Energy relative to the best compared isomer or geometry (same formula, charge and spin): 33.0 kcal per mole
- Lowest unoccupied orbital energy: 3.74 eV